[1]
Computed, not measured: C39H69NO14 as an isolated structure, with the ωB97M-V functional and the def2-TZVPD basis.

Geometry as XYZ:
```
123
Properties=species:S:1:pos:R:3:forces:R:3
C 0.585 -3.056 -1.466 4.332 7.771 -0.352
C -0.185 -1.694 -1.696 -1.019 -0.256 -4.193
O -0.344 -1.267 -2.856 0.353 -1.031 4.536
N -0.853 -0.839 -0.568 9.466 -4.197 2.193
H -1.725 -0.659 -0.728 -6.957 1.882 -2.055
H -0.743 -1.168 0.453 -1.015 -2.072 -1.360
C 0.002 0.276 -0.192 -2.276 -1.986 -0.024
H 0.039 -3.782 -1.162 -3.473 -4.370 3.486
H 1.594 -2.713 -0.989 -2.088 -1.158 0.217
H 0.944 -3.409 -2.371 0.323 0.074 -2.445
H 0.885 0.024 0.263 1.863 -1.125 1.083
H -0.633 0.815 0.395 -1.763 0.506 1.160
H 0.114 0.883 -0.936 1.382 3.172 -4.474
O -0.948 -2.110 1.739 0.451 -0.703 2.692
H -0.947 -2.577 2.639 -0.726 1.110 -1.731
C -3.014 1.786 2.935 2.000 1.887 3.313
C -2.961 0.379 3.238 -2.538 -3.171 -1.360
C -4.184 -0.295 3.867 -0.707 -0.679 1.999
O -2.959 -0.274 1.969 -2.370 2.313 -1.476
H -3.175 2.327 3.946 1.048 -0.171 -1.651
H -3.823 2.061 2.397 -2.975 0.433 -1.890
H -2.159 2.030 2.281 -0.036 0.489 0.976
H -2.121 0.021 3.719 2.135 -0.006 1.402
H -4.996 -0.240 3.126 -0.162 0.662 0.645
H -4.426 0.069 4.948 0.034 -0.408 -2.017
H -4.094 -1.436 3.940 0.577 1.540 0.051
H -2.274 -0.866 1.920 2.914 -2.607 0.113
C -3.589 1.930 -1.893 2.158 -0.740 4.429
C -4.164 0.539 -2.171 3.289 1.584 -0.769
C -3.960 0.170 -3.684 -0.645 3.847 0.919
O -3.407 -0.221 -1.252 5.811 0.739 -11.878
H -3.853 2.542 -2.593 -1.899 3.890 -4.582
H -2.407 2.039 -1.928 -2.722 -1.287 0.433
H -3.937 2.509 -0.939 0.540 -1.641 -1.253
H -5.162 0.426 -2.053 -3.264 -0.009 1.313
H -2.947 0.344 -3.819 2.103 0.447 -0.949
H -4.582 0.690 -4.505 0.833 0.011 1.869
H -4.118 -0.780 -3.908 -0.764 -4.616 -0.372
H -3.743 -0.385 -0.529 -6.082 -2.570 11.356
C 1.634 2.183 -6.469 -5.057 7.422 1.887
C 1.260 2.326 -4.989 -1.904 -2.254 -1.801
C 0.908 0.943 -4.350 11.009 -0.143 0.067
O 2.273 2.975 -4.328 1.159 4.447 -1.756
H 0.904 1.828 -7.061 -2.269 -2.291 -1.898
H 2.531 1.916 -6.558 7.046 -3.195 -0.868
H 1.686 3.276 -6.953 -0.071 -1.598 1.170
H 0.200 2.770 -4.874 1.641 0.517 -0.400
H 0.127 0.784 -4.849 -6.855 -2.308 -2.927
H 0.932 1.127 -3.318 0.332 -1.453 0.067
H 1.705 0.039 -4.518 -1.614 2.251 -0.101
H 2.288 4.044 -4.679 -0.024 -4.368 1.381
C 2.874 -0.817 3.086 -1.641 4.647 2.901
C 1.535 -0.591 3.846 1.830 -0.952 1.048
C 1.795 0.463 4.961 -4.770 1.006 -4.203
O 0.593 -0.102 2.906 -1.768 -3.203 -0.402
H 2.807 -1.156 2.167 -0.696 -1.861 -4.419
H 3.501 -1.359 3.610 2.829 -3.597 2.681
H 3.520 0.098 3.073 -0.981 0.051 -0.213
H 1.161 -1.500 4.471 0.500 0.798 -1.718
H 1.872 1.366 4.240 -0.642 -0.556 1.938
H 2.634 0.459 5.503 3.341 -0.780 1.907
H 0.884 0.348 5.606 0.802 1.183 -0.401
H 0.135 -0.995 2.451 0.880 2.746 1.168
C 0.304 -5.236 1.679 -1.371 -3.020 0.642
C 1.426 -4.490 2.388 2.082 -1.765 -0.758
C 2.771 -5.305 2.081 0.021 1.092 4.043
O 1.459 -3.259 1.718 -1.987 1.642 2.084
H 0.125 -6.315 2.047 0.450 1.448 -0.071
H 0.366 -5.428 0.565 0.567 0.906 1.181
H -0.646 -4.741 1.880 -0.088 0.124 -0.238
H 1.367 -4.390 3.478 -0.727 0.056 -0.069
H 2.700 -5.120 1.115 -0.203 -1.198 -5.242
H 2.797 -6.310 2.566 -0.216 0.671 -1.107
H 3.770 -4.817 2.181 -0.787 0.161 1.283
H 0.524 -2.862 2.079 2.934 -0.499 -2.433
C -5.240 -3.289 1.264 -1.547 1.724 -2.933
C -3.865 -3.816 0.977 -1.148 -0.903 0.052
C -3.916 -5.253 0.309 2.534 0.392 2.406
O -3.181 -2.787 0.308 -1.169 -0.997 -2.628
H -5.176 -2.320 1.739 0.410 0.566 -0.181
H -5.902 -3.768 1.925 -0.610 -1.639 0.651
H -5.802 -3.114 0.241 0.917 -0.345 1.923
H -3.422 -3.846 1.940 0.820 -0.913 1.087
H -2.926 -5.741 0.284 0.215 0.483 0.563
H -4.104 -5.347 -0.688 -1.343 0.720 -2.888
H -4.501 -6.011 0.814 -0.600 0.389 0.511
H -2.523 -2.440 0.871 1.567 0.204 1.252
C 1.608 4.851 -2.534 0.706 -6.751 0.218
C 1.344 3.314 -2.462 1.630 5.872 0.730
C -0.062 2.840 -2.666 0.059 -1.987 1.306
O -0.366 1.621 -2.658 -1.460 3.745 2.080
C -1.088 3.814 -2.864 0.238 7.168 -0.299
C -0.844 5.285 -2.810 0.257 -7.641 -0.741
C 0.495 5.810 -2.694 3.005 3.316 1.743
O 0.732 7.067 -2.571 -1.070 -3.654 -0.820
H 2.776 4.928 -2.592 -2.599 1.111 0.458
H 2.249 2.650 -2.218 -2.115 0.971 -0.104
H -2.095 3.511 -3.103 0.170 -0.128 -0.027
H -1.579 5.870 -3.217 -1.889 1.693 -0.223
C 1.848 2.012 1.633 -2.707 2.146 -1.983
C 0.463 2.289 1.346 6.261 0.041 1.902
C 0.143 3.742 0.980 -4.658 -3.119 0.611
O -1.049 4.082 0.920 1.666 -0.253 -0.174
C 1.186 4.640 0.807 4.657 6.098 -1.081
C 2.536 4.373 1.014 -3.612 -0.071 0.142
C 2.960 2.979 1.339 -1.260 0.617 -0.103
O 4.126 2.643 1.263 -0.889 0.830 1.518
H 2.244 1.045 1.824 -0.319 -0.619 0.314
H -0.056 1.317 1.448 -0.256 2.672 1.219
H 0.903 5.939 0.461 0.616 -4.559 1.271
H 3.209 5.198 1.065 0.701 0.198 -0.358
C 4.416 1.017 -0.814 5.691 2.949 4.128
C 5.629 1.417 0.149 -4.269 -2.873 -4.291
C 6.309 0.193 0.907 -1.439 0.501 -1.431
O 7.261 0.348 1.606 0.665 0.277 0.518
C 5.692 -1.186 0.693 -2.370 0.903 -1.256
C 4.548 -1.317 -0.047 0.353 -0.865 -0.131
C 3.829 -0.276 -0.877 1.107 -0.284 0.553
O 2.838 -0.508 -1.566 0.326 -0.316 0.655
H 3.857 1.814 -1.261 0.127 0.423 -0.325
H 5.943 2.519 0.234 -0.154 -2.332 -0.183
H 6.063 -2.073 1.199 0.351 0.433 0.062
H 4.038 -2.280 -0.208 0.547 0.127 0.512
```
Positions in Å, forces in eV/Å.

Calculated values
**Kohn-Sham gap**: 6.351 eV
**HOMO energy**: -8.86 eV
**Energy relative to the best compared isomer or geometry (same formula, charge and spin)**: 486.7 kJ/mol
**E**: -71690.252 eV

Atomic partial charges in e from the Mulliken method, atoms 1 to 5:
1 C -1.453
2 C 0.541
3 O -0.490
4 N 1.505
5 H 0.767


[2]
Computed, not measured: a 3-piece molecular cluster, C39H73N7O10P overall, with the ωB97M-V functional and the def2-TZVPD basis.

Geometry as XYZ:
```
130
Properties=species:S:1:pos:R:3:forces:R:3
C 2.752 -2.245 2.278 0.473 -0.847 -0.690
C 2.461 -2.185 0.679 0.898 -0.248 -0.106
C 1.474 -1.008 0.227 0.916 0.684 -0.562
C -0.079 -1.452 -0.080 3.522 -1.429 0.626
C -0.438 -2.243 1.262 -1.602 1.265 2.460
O -0.076 -3.615 1.396 -0.109 0.049 0.977
C -0.276 -4.120 2.704 -0.289 -2.507 3.873
C -0.935 -3.404 3.899 0.749 -2.330 0.073
C -1.136 -4.105 5.293 1.508 -2.261 -2.662
C -0.672 -5.562 5.497 0.586 1.772 -3.286
C 0.036 -6.305 4.320 -1.180 3.603 -1.027
C 0.223 -5.593 2.958 -1.197 1.114 2.214
C 0.062 -2.310 -1.425 0.426 -1.903 -1.731
C -0.655 -3.734 -1.557 0.056 -0.941 -0.555
C -2.235 -3.812 -1.440 -0.148 -0.715 0.140
N -2.658 -5.141 -2.021 0.219 1.123 0.520
N -0.259 -1.631 -2.717 -0.855 0.709 1.510
C -0.069 -0.180 -2.746 0.422 0.004 -2.630
C 1.439 0.091 -3.331 -0.110 0.377 -0.176
C -0.394 0.647 -1.402 2.293 1.098 -0.422
P -1.329 2.171 -1.946 -4.009 3.221 -4.321
O -2.477 1.935 -2.959 3.111 -0.555 2.813
O -1.951 3.188 -0.754 2.200 -1.041 -1.498
O -0.191 3.141 -2.821 -1.186 -2.484 1.912
N -0.962 -0.176 -0.250 -0.158 0.210 0.487
C -2.374 -0.594 -0.605 -3.369 -1.457 -0.876
C -3.596 0.393 -0.370 -1.929 0.200 0.182
C -4.839 -0.368 0.376 0.068 1.155 -0.993
C -5.422 -1.606 -0.486 0.789 -0.055 2.198
N -6.920 -1.491 -0.475 0.531 0.249 -1.844
C -7.323 -1.482 -1.915 -0.366 -2.016 0.036
N -7.546 -2.631 -2.515 0.326 2.715 1.134
N -7.387 -0.160 -2.557 1.633 -1.465 1.221
C -0.961 0.632 1.037 0.162 3.937 5.349
C -0.068 1.867 1.318 -1.764 -1.333 0.884
C -0.165 2.630 2.634 -0.072 -0.507 -0.488
N -0.966 2.383 3.773 -0.039 -3.069 -5.178
C -1.782 1.260 3.502 0.013 -0.406 -0.584
C -1.871 0.397 2.263 1.718 0.856 -0.959
H 2.103 -1.526 2.880 0.754 -1.198 -0.777
H 3.859 -1.991 2.487 -1.829 -0.269 -0.356
H 2.619 -3.347 2.580 -0.020 1.860 0.007
H 2.146 -3.213 0.251 0.351 1.710 0.913
H 3.494 -1.983 0.198 -1.822 -0.172 0.564
H 1.573 -0.228 1.050 -0.558 -0.850 -1.011
H 1.969 -0.544 -0.712 -1.124 -0.748 1.355
H 0.088 -1.672 2.127 -0.790 -0.761 -1.488
H -1.554 -2.198 1.581 1.528 0.129 -1.004
H -1.315 -2.330 3.780 0.654 -1.790 0.302
H -1.665 -3.529 6.137 1.022 -1.027 -1.590
H -0.822 -6.126 6.473 0.189 1.072 -1.461
H 0.416 -7.387 4.422 -0.733 2.036 -0.115
H 0.745 -6.165 2.106 -0.966 1.116 1.466
H 1.176 -2.593 -1.608 -1.685 0.686 1.182
H -0.412 -4.082 -2.639 -0.422 0.705 1.708
H -0.185 -4.572 -0.912 -0.747 1.718 -0.722
H -2.606 -3.733 -0.345 0.703 0.240 -1.539
H -2.753 -3.018 -2.077 0.707 -0.951 0.909
H -2.381 -5.914 -1.399 -0.508 0.568 -0.430
H -3.670 -5.126 -2.198 0.678 -0.343 0.329
H -1.119 -1.976 -3.157 0.393 0.479 0.550
H -0.736 0.209 -3.612 0.719 -0.598 1.748
H 1.887 -0.896 -3.691 -0.770 1.323 0.674
H 2.145 0.560 -2.569 -0.846 -0.460 -1.017
H 1.380 0.767 -4.268 0.209 -0.900 1.623
H 0.647 1.093 -1.152 -1.846 -0.961 0.295
H -1.935 4.116 -1.095 -0.024 -0.868 0.211
H -0.087 2.670 -3.684 -0.104 0.649 0.617
H -2.715 -1.555 -0.056 1.415 1.572 -0.573
H -2.485 -0.902 -1.716 1.065 0.714 1.841
H -4.069 0.717 -1.375 1.251 -0.449 1.507
H -3.431 1.344 0.222 0.308 -1.188 -0.784
H -5.683 0.424 0.386 1.347 -1.351 0.073
H -4.625 -0.608 1.469 -0.186 0.038 -1.461
H -4.956 -1.658 -1.526 -0.823 0.204 1.254
H -5.148 -2.585 0.069 -0.257 1.422 -1.067
H -7.321 -2.290 0.031 0.089 0.445 -0.699
H -7.398 -3.384 -1.813 -0.129 0.653 -0.703
H -7.200 0.565 -1.843 -0.402 -0.702 -0.372
H -6.595 -0.062 -3.224 -1.062 -0.337 0.197
H 0.671 2.261 0.536 -1.229 -0.589 1.469
H 0.515 3.558 2.741 -1.132 -1.743 -0.332
H -2.484 0.972 4.372 1.216 0.443 -1.650
H -2.610 -0.485 2.248 1.240 1.730 0.199
C 4.481 2.841 9.739 0.001 -0.102 -0.219
O 4.071 1.916 8.750 -0.242 0.103 0.083
C 3.367 0.811 9.309 0.304 0.096 -0.566
C 2.533 0.118 8.237 -0.193 0.021 0.419
O 1.299 0.788 7.968 0.232 0.129 -0.194
C 1.400 1.995 7.211 -0.238 -0.265 -0.095
C 1.708 1.749 5.738 0.600 0.318 0.318
O 3.103 1.528 5.552 -0.060 -0.302 -0.183
C 3.383 0.913 4.309 0.058 0.218 0.510
H 5.142 2.362 10.468 -0.033 0.066 0.102
H 5.022 3.650 9.247 -0.024 -0.139 -0.030
H 3.608 3.269 10.245 0.047 -0.028 0.141
H 2.713 1.147 10.121 -0.039 -0.056 -0.001
H 4.110 0.109 9.705 -0.116 -0.140 0.157
H 2.247 -0.867 8.620 -0.059 0.128 0.029
H 3.100 -0.049 7.321 0.161 0.202 0.025
H 2.109 2.689 7.666 0.175 -0.089 -0.194
H 0.412 2.460 7.275 -0.004 -0.122 -0.031
H 1.432 2.635 5.153 -0.223 -0.013 -0.011
H 1.136 0.884 5.382 -0.092 -0.030 0.008
H 2.918 -0.076 4.263 -0.073 -0.004 -0.099
H 4.464 0.792 4.226 -0.078 0.072 0.046
H 3.030 1.538 3.482 -0.067 -0.032 -0.175
C 2.760 1.491 -10.282 -0.062 0.217 0.051
O 2.174 2.435 -9.405 0.125 -0.174 0.238
C 1.305 1.820 -8.460 0.087 0.634 -0.274
C 1.090 2.740 -7.263 0.075 -0.385 0.051
O 2.168 2.696 -6.324 -0.099 0.049 -0.122
C 3.364 3.372 -6.720 0.000 0.212 0.302
C 3.237 4.891 -6.665 0.022 -0.142 -0.700
O 2.586 5.375 -7.835 -0.211 -0.019 0.227
C 2.091 6.692 -7.662 0.116 -0.276 -0.189
H 1.990 0.953 -10.844 0.056 -0.107 -0.012
H 3.400 2.028 -10.984 -0.122 0.035 0.086
H 3.382 0.784 -9.721 -0.055 -0.124 -0.052
H 1.725 0.867 -8.119 -0.028 -0.024 0.056
H 0.346 1.639 -8.960 -0.124 -0.171 0.135
H 0.215 2.375 -6.714 0.074 -0.062 -0.012
H 0.872 3.763 -7.567 0.143 -0.009 -0.211
H 3.707 3.026 -7.697 -0.145 0.204 -0.082
H 4.122 3.071 -5.991 -0.118 0.018 0.052
H 4.236 5.341 -6.630 0.069 -0.031 0.233
H 2.675 5.180 -5.771 0.024 -0.031 0.082
H 1.334 6.712 -6.873 0.021 0.119 0.115
H 1.625 7.005 -8.597 0.099 -0.095 0.042
H 2.906 7.381 -7.423 -0.042 0.102 0.086
```
Positions in Å, forces in eV/Å.

Calculated values
**Total charge**: +1
**Kohn-Sham gap**: 7.209 eV
**HOMO energy**: -10.81 eV
**E**: -81801.411 eV

Atomic partial charges in e from the Mulliken method, atoms 1 to 5:
1 C -0.664
2 C -0.407
3 C -0.124
4 C 1.060
5 C -0.713